Computed, not measured: a 5-piece molecular cluster, H10O5 overall at a distorted geometry, with ωB97M-V/def2-TZVPD.

Values from the calculation:
* electronic energy: -10398.774 eV
* energy relative to the best compared isomer or geometry (same formula, charge and spin): 47.9 kcal/mol
* HOMO-LUMO gap: 10.681 eV
* HOMO energy: -10.759 eV
* SMILES: O.O.O.O.O
* M: 90.07 g/mol
* LUMO energy: -0.078 eV

Last column: Löwdin charge in e.
CARTESIAN COORDINATES (ANGSTROEM)
1 O -2.55993 1.85060 -0.65587  -0.07
2 H -1.90293 1.27560 -0.46387  -0.11
3 H -2.29193 2.52960 0.10313  0.11
4 O 1.01907 -0.48240 1.68113  0.02
5 H 1.13207 0.42960 1.86513  0.06
6 H 1.84407 -0.86040 1.69013  0.03
7 O -0.42893 0.07360 -0.74287  -0.02
8 H 0.10107 0.28160 -1.44887  -0.07
9 H 0.11007 -0.01840 0.06013  0.02
10 O -0.31093 -2.95840 1.77313  0.00
11 H 0.05607 -2.15640 1.73113  -0.10
12 H 0.07307 -3.24840 2.60413  0.04
13 O 1.08507 0.66760 -2.84787  -0.03
14 H 0.42507 1.35360 -3.00787  0.07
15 H 1.64907 1.26260 -2.34087  0.06

Cartesian forces (eV/Å) of the 2 atoms listed first:
-2.177 5.682 2.191
3.485 -3.945 0.216



Computed, not measured: a 5-piece molecular cluster, H10O5 overall at a distorted geometry, with ωB97M-V/def2-TZVPD.

Values from the calculation:
* electronic energy: -10400.028 eV
* energy relative to the best compared isomer or geometry (same formula, charge and spin): 19.0 kcal/mol
* HOMO-LUMO gap: 10.724 eV
* HOMO energy: -10.593 eV
* SMILES: O.O.O.O.O
* M: 90.07 g/mol
* LUMO energy: 0.132 eV

Last column: Löwdin charge in e.
CARTESIAN COORDINATES (ANGSTROEM)
1 O -13.88392 19.93359 28.98919  -0.07
2 H -12.97568 19.70005 29.24726  -0.01
3 H -14.32366 19.13196 29.33015  0.03
4 O -11.27056 19.23863 29.14385  -0.04
5 H -10.70095 18.97421 29.87621  0.08
6 H -10.92942 20.09658 28.84671  0.09
7 O -12.93323 17.51023 27.41011  -0.02
8 H -12.63607 18.20204 27.98062  -0.03
9 H -12.39689 16.78453 27.67973  0.04
10 O -12.77138 20.48947 26.59208  -0.06
11 H -13.18467 20.08739 25.81942  0.04
12 H -13.34147 20.29014 27.32074  -0.04
13 O -14.82364 17.20886 29.43127  -0.03
14 H -14.13226 16.98182 28.79148  0.01
15 H -14.67203 16.61145 30.11648  0.01

Cartesian forces (eV/Å) of the 2 atoms listed first:
0.051 -0.712 0.679
0.005 0.574 0.055



Computed, not measured: H10O5 as an isolated structure at a distorted geometry, with ωB97M-V/def2-TZVPD.

Values from the calculation:
* electronic energy: -10398.382 eV
* energy relative to the best compared isomer or geometry (same formula, charge and spin): 56.9 kcal/mol
* HOMO-LUMO gap: 10.691 eV
* HOMO energy: -10.158 eV
* M: 90.07 g/mol
* LUMO energy: 0.533 eV

Last column: Löwdin charge in e.
CARTESIAN COORDINATES (ANGSTROEM)
1 O 2.28996 -0.05871 -2.16099  -0.22
2 H 1.91485 -0.68793 -1.02525  -0.04
3 H 3.18124 0.21182 -2.38831  0.03
4 O 1.35341 -1.07614 -0.26052  0.01
5 H 0.39927 -1.26990 -0.98583  0.02
6 H 1.09678 -0.35361 0.32580  0.10
7 O -0.59920 -1.14852 -1.70413  -0.24
8 H -0.07232 0.32759 -1.54537  0.04
9 O 0.39980 1.21478 -1.64309  0.09
10 H 1.43759 0.91610 -1.95349  0.05
11 H -0.14820 1.71447 -2.26271  0.13
12 H -0.53275 -1.95579 -2.21753  0.02
13 O -3.50590 0.92739 5.82061  -0.06
14 H -2.82968 1.44019 6.26364  0.03
15 H -4.37228 1.33395 5.84598  0.03

Cartesian forces (eV/Å) of the 2 atoms listed first:
0.034 1.501 -0.551
1.144 0.505 -0.574